No. 1
Density functional theory data (ωB97M-V/def2-TZVPD) for a structure of composition C5H7NO2S at a distorted geometry.

## Properties
Multiplicity: 1
LUMO energy (eV): -0.4
Highest occupied orbital energy (eV): -9.17
Frontier orbital gap (eV): 8.8
Energy relative to the best compared isomer or geometry (same formula, charge and spin) (eV): 2.0050

Element x y z (Å)
C (-0.2452, -0.7285, -0.7150)
C (0.6359, -0.8732, 0.2837)
C (-0.7911, 0.8398, 1.8873)
C (-0.5721, 0.6372, -1.4173)
C (0.5857, 1.1497, 1.2848)
N (1.3064, 0.2327, 0.7629)
O (-1.0623, -0.0723, 2.5111)
O (-1.5889, 1.8404, 1.4549)
S (1.0640, 2.6879, 1.0060)
H (-0.6868, -1.6016, -1.0514)
H (0.8868, -1.7977, 0.7774)
H (-1.0167, 0.6041, -2.4371)
H (0.0838, 1.5643, -1.4249)
H (-1.3949, 1.0515, -0.8643)
H (2.3589, 0.4216, 0.5251)
H (-0.7342, 2.4628, 1.2021)


No. 2
Density functional theory data (ωB97M-V/def2-TZVPD) for the ion C20H25F3N2O3 with charge +2 at a distorted geometry.

## Properties
Total charge: +2
Multiplicity: 1
LUMO energy (eV): -8.4
Highest occupied orbital energy (eV): -14.59
Frontier orbital gap (eV): 6.2

Element x y z (Å)
C (-1.6611, -2.5316, 3.4894)
C (-1.9930, -3.2882, 2.0936)
O (-1.0796, -4.0200, 1.6295)
O (-3.2845, -3.1467, 1.4736)
C (-3.1775, -2.2941, 0.2815)
C (-3.4907, -0.7307, 0.6231)
C (-4.9095, -0.2315, 0.0688)
C (-5.3235, 1.2603, 0.5551)
C (-4.8624, 2.4111, -0.5102)
N (-3.3850, 2.1428, -0.7497)
C (-2.5113, 2.5591, 0.3456)
C (-0.9914, 2.3051, 0.2606)
C (-0.3734, 1.6007, -0.9776)
C (1.1848, 1.3025, -1.0312)
C (1.5900, -0.1742, -1.4198)
C (3.0757, -0.5863, -1.4692)
N (4.1017, 0.3926, -1.1755)
C (5.5619, -0.0117, -1.2696)
C (6.0401, -0.8888, 0.0017)
O (6.1794, -0.0852, 1.2129)
C (7.4776, -1.6005, -0.2379)
F (8.4828, -0.9678, 0.5596)
F (7.9180, -1.5195, -1.5819)
F (7.3624, -2.9513, 0.2235)
C (3.7809, 1.7602, -0.7918)
C (2.3181, 2.3063, -0.7040)
C (-1.3634, 1.2137, -2.1401)
C (-2.8959, 1.5147, -1.9580)
H (-0.6203, -2.0555, 3.4738)
H (-1.6380, -3.3537, 4.2846)
H (-2.5012, -1.7639, 3.6468)
H (-2.0659, -2.3729, -0.0377)
H (-3.7855, -2.6894, -0.5987)
H (-3.4276, -0.5732, 1.7622)
H (-2.5893, -0.1529, 0.1792)
H (-4.9957, -0.2290, -1.0784)
H (-5.6980, -0.9654, 0.4686)
H (-6.4462, 1.2778, 0.7624)
H (-4.7812, 1.4620, 1.5543)
H (-5.4759, 2.3908, -1.4701)
H (-4.9377, 3.4323, 0.0079)
H (-2.9796, 3.0751, 1.2640)
H (-0.3393, 2.6362, 1.1352)
H (0.7651, -0.9334, -1.6563)
H (3.3121, -1.6775, -1.7506)
H (6.2092, 0.9284, -1.3965)
H (5.6344, -0.6030, -2.2619)
H (5.2226, -1.6595, 0.2458)
H (5.3141, 0.3216, 1.4461)
H (4.6648, 2.4367, -0.5508)
H (2.0688, 3.3860, -0.3944)
H (-0.9977, 0.6917, -3.0883)
H (-3.6833, 1.2497, -2.7491)


No. 3
Density functional theory data (ωB97M-V/def2-TZVPD) for a structure of composition C18H23N4OPdS.

## Properties
Total charge: +1
Multiplicity: 1
LUMO energy (alpha / beta) (eV): -3.5 / -3.5
Highest occupied orbital energy (alpha / beta) (eV): -10.84 / -10.84
Frontier orbital gap (alpha / beta) (eV): 7.3 / 7.3
Energy relative to the best compared isomer or geometry (same formula, charge and spin) (eV): 1.1825

Element x y z (Å)
Pd (0.4986, -1.1019, -0.6605)
C (4.9745, -0.6556, 0.0987)
C (3.6648, -1.3949, 0.1505)
O (2.9093, -1.4375, -0.8193)
N (3.3783, -1.9944, 1.3270)
C (2.1673, -2.7572, 1.5818)
C (1.1639, -1.9484, 2.3692)
C (1.0409, -2.0999, 3.7410)
C (0.1569, -1.2886, 4.4355)
C (-0.5747, -0.3472, 3.7335)
C (-0.3969, -0.2640, 2.3635)
N (0.4428, -1.0465, 1.6883)
H (5.1852, -0.3814, -0.9302)
H (5.7902, -1.2637, 0.4883)
H (4.9075, 0.2497, 0.7047)
H (4.0267, -1.8683, 2.0866)
H (2.4239, -3.6738, 2.1120)
H (1.7563, -3.0571, 0.6171)
H (1.6300, -2.8479, 4.2542)
H (0.0425, -1.3921, 5.5060)
H (-1.2743, 0.3095, 4.2298)
H (-0.9479, 0.4603, 1.7762)
C (-2.4006, 0.3336, -3.1625)
N (-3.1530, 0.6409, -1.9064)
C (-3.9367, 1.8917, -2.1026)
C (-2.3141, 0.6732, -0.6351)
C (-1.0299, 1.4308, -0.7678)
C (-1.0216, 2.8271, -0.6891)
C (0.1432, 3.5508, -0.8749)
C (1.3280, 2.8834, -1.1468)
C (1.3628, 1.4953, -1.1804)
C (0.1949, 0.7765, -0.9613)
H (-3.1357, 0.1806, -3.9479)
H (-1.7974, -0.5550, -3.0179)
H (-1.7736, 1.1917, -3.3907)
H (-3.8143, -0.1331, -1.7486)
H (-3.2427, 2.7044, -2.2956)
H (-4.5208, 2.0937, -1.2082)
H (-4.5941, 1.7536, -2.9567)
H (-2.1192, -0.3624, -0.3866)
H (-2.9822, 1.0965, 0.1147)
H (-1.9448, 3.3520, -0.4714)
H (0.1282, 4.6297, -0.8085)
H (2.2393, 3.4429, -1.3128)
H (2.2915, 0.9704, -1.3712)
S (-3.7352, -2.5852, -1.4107)
C (-2.1454, -2.3321, -1.5317)
N (-0.9923, -2.1500, -1.6832)


No. 4
Density functional theory data (ωB97M-V/def2-TZVPD) for a structure of composition C41H41CsN8O3S2 at a distorted geometry.

## Properties
Total charge: -2
Multiplicity: 1
LUMO energy (eV): 2.4
Highest occupied orbital energy (eV): -0.81
Frontier orbital gap (eV): 3.2
Energy relative to the best compared isomer or geometry (same formula, charge and spin) (eV): 1.9388

Element x y z (Å)
Cs (-0.6751, -1.6613, -0.6401)
C (-2.4951, 1.4484, 0.7634)
C (-2.2885, 0.1400, 1.4653)
N (-1.1108, -0.1500, 1.8683)
N (-0.9774, -1.2500, 2.6500)
C (0.0194, -2.0410, 2.6298)
S (1.4213, -2.1478, 1.6878)
S (-0.0745, -3.3331, 3.8788)
C (-1.8120, -3.2121, 4.4768)
C (-1.8612, -2.5156, 5.7889)
C (-1.8638, -3.2363, 6.9788)
C (-1.8709, -2.5852, 8.1999)
C (-1.8716, -1.2021, 8.2487)
C (-1.8611, -0.4760, 7.0693)
C (-1.8543, -1.1250, 5.8487)
C (-3.4783, -0.7066, 1.7226)
C (-4.2647, -0.3929, 2.8120)
C (-5.3704, -1.1547, 3.1584)
C (-5.6841, -2.2523, 2.3701)
C (-4.9222, -2.5792, 1.2749)
C (-3.7687, -1.8386, 0.8861)
O (-3.0677, -2.1506, -0.1238)
H (-2.0889, 1.3962, -0.2459)
H (-1.9785, 2.2411, 1.3028)
H (-3.5563, 1.6782, 0.6998)
H (-2.1782, -4.2362, 4.5463)
H (-2.3358, -2.6590, 3.6955)
H (-1.8620, -4.3176, 6.9424)
H (-1.8685, -3.1598, 9.1180)
H (-1.8726, -0.6919, 9.2044)
H (-1.8514, 0.6050, 7.1022)
H (-1.8417, -0.5648, 4.9267)
H (-3.9931, 0.4687, 3.4152)
H (-5.9668, -0.8999, 4.0270)
H (-6.5456, -2.8647, 2.6237)
H (-5.1838, -3.4377, 0.6666)
O (1.5180, 7.7450, 0.4098)
C (1.6672, 6.4400, 0.8316)
O (2.3540, 6.2376, 1.8120)
C (0.9855, 5.4157, 0.0589)
C (0.3254, 5.6645, -1.1574)
C (-0.2684, 4.6593, -1.8702)
C (-0.2480, 3.3168, -1.4169)
C (0.3862, 3.0756, -0.1726)
C (0.9832, 4.0844, 0.5304)
N (-0.7532, 2.2480, -2.0759)
C (-1.4095, 2.3404, -3.1934)
C (-1.9185, 1.2204, -3.9150)
C (-2.6794, 1.4486, -5.0861)
C (-3.2049, 0.3797, -5.7720)
C (-2.9583, -0.9071, -5.3031)
C (-2.1732, -1.0394, -4.1642)
N (-1.6731, -0.0313, -3.4881)
H (0.9168, 7.7794, -0.3440)
H (0.2860, 6.6663, -1.5759)
H (-0.7552, 4.9103, -2.8015)
H (0.3785, 2.0593, 0.1959)
H (1.4675, 3.8887, 1.4767)
H (-1.6394, 3.3074, -3.6662)
H (-2.8452, 2.4607, -5.4303)
H (-3.8001, 0.5300, -6.6638)
H (-3.3563, -1.7747, -5.8072)
H (-1.9322, -2.0215, -3.7850)
C (3.8238, -0.6462, -1.2851)
N (2.9260, 0.4243, -0.8888)
C (3.0349, 1.5040, -1.8531)
N (4.4066, 2.0225, -1.9375)
C (5.2697, 0.9120, -2.3222)
N (5.2196, -0.1939, -1.3737)
C (5.5969, 0.3137, -0.0577)
N (4.7319, 1.3970, 0.3896)
C (3.3475, 0.9075, 0.4180)
C (4.7998, 2.4644, -0.5991)
H (3.5219, -1.0257, -2.2625)
H (3.7615, -1.4490, -0.5485)
H (2.3674, 2.3189, -1.5665)
H (2.7392, 1.1289, -2.8374)
H (6.3025, 1.2752, -2.3961)
H (4.9516, 0.5442, -3.3037)
H (6.6296, 0.6828, -0.1061)
H (5.5417, -0.5113, 0.6576)
H (2.6976, 1.7287, 0.7248)
H (3.2637, 0.0889, 1.1352)
H (5.8306, 2.8373, -0.6462)
H (4.1320, 3.2725, -0.2885)
C (2.1658, -5.3641, -4.8973)
C (2.8448, -4.1695, -4.7365)
C (2.2471, -3.1169, -4.0544)
C (0.9681, -3.2361, -3.5348)
C (0.2929, -4.4301, -3.7258)
C (0.8835, -5.4969, -4.3923)
H (2.6327, -6.1934, -5.4198)
H (3.8460, -4.0648, -5.1436)
H (2.7944, -2.1882, -3.9384)
H (-0.7203, -4.5415, -3.3561)
H (0.3505, -6.4345, -4.5198)


No. 5
Density functional theory data (ωB97M-V/def2-TZVPD) for a structure of composition C14H9O8Pt.

## Properties
Total charge: +1
Multiplicity: 5
LUMO energy (alpha / beta) (eV): -4.6 / -6.8
Highest occupied orbital energy (alpha / beta) (eV): -12.69 / -12.95
Frontier orbital gap (alpha / beta) (eV): 8.0 / 6.1

Element x y z (Å)
Pt (-0.0829, -3.2248, -0.4902)
C (-3.3125, 3.1008, -0.9653)
O (-3.0776, 1.8477, -1.6284)
C (-1.9326, 1.2125, -1.3821)
C (-0.9649, 1.6763, -0.5104)
C (0.3463, 1.0009, -0.3502)
C (0.4635, -0.3139, -1.0310)
C (1.7420, -1.0193, -0.9218)
C (3.0241, -0.2616, -0.8302)
O (1.7880, -2.2598, -0.8982)
C (-0.6927, -0.8619, -1.7722)
O (-0.7400, -2.0678, -2.1486)
C (-1.7932, -0.0106, -2.0476)
H (-4.2585, 3.4633, -1.3451)
H (-2.5250, 3.8154, -1.2053)
H (-3.3778, 2.9519, 0.1119)
H (-1.0847, 2.6046, 0.0296)
H (1.1340, 1.6731, -0.6934)
H (3.0900, 0.4916, -1.6183)
H (3.8539, -0.9563, -0.9109)
H (3.0784, 0.2548, 0.1328)
H (-2.6026, -0.3844, -2.6605)
O (2.1357, 0.3660, 3.5923)
C (1.4474, -0.4297, 3.0316)
C (0.6364, -0.2152, 1.7960)
O (0.7482, 0.9071, 1.0885)
C (-0.0679, -1.3363, 1.4983)
C (0.5229, -2.4734, 2.1777)
O (0.5006, -3.5999, 1.6741)
C (1.2733, -1.9283, 3.3930)
O (1.6399, -2.4953, 4.3670)
O (-0.9116, -1.5274, 0.5170)


Question: multiplicity of number 5 (C14H9O8Pt)?
Answer: 5


Question: Look up the multiplicity of the second one.
Answer: 1